Formula: C5H8ClN2
Source: OMol25
Level of theory: ωB97M-V with the def2-TZVPD basis set

Computed properties:
**Max |F|**: 4.24 eV Å⁻¹
**Energy relative to the best compared isomer or geometry (same formula, charge and spin)**: 2.6797 eV
**Orbital gap (alpha / beta)**: 8.1 / 8.1 eV
**Structure (SMILES)**: C=C/N=C\[NH+]=C(/C)Cl
**Highest occupied orbital energy (alpha / beta)**: -0.49550 / -0.49548 Ha
**Charge**: +1

Each atom is followed by the atoms it is bonded to, with distances in Å.
Cartesian coordinates (Å):
1 H -3.53811 -0.08593 -0.21752  C8 1.042
2 N 0.17367 -0.10003 0.48915  C5 1.277, H9 0.987, C14 1.441
3 H -2.03283 -0.94240 -0.52351  C8 1.085
4 C 2.42193 -0.87124 0.14687  C5 1.503, H6 1.116, H10 1.128, H15 1.062
5 C 1.16499 -0.75160 0.96306  N2 1.277, C4 1.503, Cl16 1.686
6 H 2.41162 0.09414 -0.41385  C4 1.116
7 C -1.99485 1.27241 -0.61423  C8 1.398, N12 1.331, H13 1.064
8 C -2.50363 0.00940 -0.29938  H1 1.042, H3 1.085, C7 1.398
9 H -0.68891 -0.08813 0.96925  N2 0.987
10 H 3.39761 -1.15439 0.63755  C4 1.128
11 H 1.19081 1.31197 -1.02873  C14 1.110
12 N -0.72581 1.56041 -0.89389  C7 1.331, C14 1.257
13 H -2.56786 2.16567 -0.53918  C7 1.064
14 C 0.28141 0.89038 -0.55259  N2 1.441, H11 1.110, N12 1.257
15 H 2.13883 -1.67241 -0.48938  C4 1.062
16 Cl 0.87113 -1.63825 2.36639  C5 1.686